Record 1
Density functional theory data (the ωB97M-V functional and the def2-TZVPD basis) for a molecular structure, C30H25BrF4N4Pt.

Summary:
highest occupied orbital energy (spin up / spin down): -0.494 / -0.494 Eh
charge: +2

Last column: Löwdin charge in e.
Positions of all 65 atoms, in Å:
1 N -1.694 1.765 1.364  -0.05
2 C 2.145 0.903 1.754  -0.19
3 C -3.030 1.862 1.397  -0.74
4 H -1.240 -4.955 -0.673  0.13
5 H -2.374 0.800 -3.668  0.11
6 F 1.349 -0.108 2.023  0.10
7 C -2.214 -1.000 2.469  -0.11
8 C -0.996 2.528 2.227  -0.09
9 C -1.591 -1.331 1.273  -0.27
10 H -2.865 0.149 -2.100  0.00
11 C -2.345 -3.598 1.493  0.02
12 C -1.596 3.393 3.113  -0.01
13 C -3.043 -3.255 2.641  -0.02
14 H 4.138 -0.594 -2.317  0.12
15 H 2.676 -4.482 -3.351  0.13
16 H -2.134 -0.012 2.895  0.09
17 H 0.367 3.472 -0.946  0.14
18 C 3.374 -1.359 -2.225  -0.03
19 C -3.720 2.686 2.267  -0.07
20 H 2.198 -0.247 -0.830  0.08
21 H -3.599 -4.013 3.179  0.13
22 F 3.394 0.278 3.597  0.15
23 C 1.294 -2.135 -1.295  -0.20
24 Br -3.977 0.797 0.206  0.95
25 H 1.343 2.467 -1.976  0.13
26 C 2.570 -3.540 -2.824  0.00
27 C -1.581 -2.645 0.832  -0.20
28 F 4.627 4.070 1.131  0.15
29 Pt -0.691 0.010 0.084  1.33
30 H -2.345 -4.627 1.154  0.12
31 C 0.476 -4.357 -1.772  0.05
32 C 2.296 -1.152 -1.414  -0.05
33 C -0.636 -2.934 -0.211  -0.21
34 C -0.775 2.030 -2.006  -0.19
35 H 0.544 -5.288 -2.326  0.14
36 C 3.208 1.114 2.590  -0.21
37 H -3.485 4.140 3.827  0.13
38 H 4.894 2.357 3.080  0.16
39 C -2.081 0.142 -2.845  -0.06
40 N 0.205 -1.933 -0.468  0.07
41 H 1.260 0.497 -2.811  0.07
42 H -1.977 -0.868 -3.236  0.10
43 C 2.798 2.826 0.463  -0.14
44 C 3.837 3.029 1.331  -0.20
45 H 0.081 2.419 2.204  0.10
46 H 0.300 -0.886 -3.316  0.10
47 C 1.868 1.752 0.636  -0.18
48 C 3.509 -2.562 -2.954  -0.03
49 C -2.981 3.473 3.136  0.00
50 C -2.968 -1.960 3.135  -0.03
51 H -3.489 -1.690 4.047  0.12
52 C 0.292 0.192 -3.184  -0.05
53 H -4.801 2.703 2.258  0.12
54 N 0.807 1.523 -0.176  -0.05
55 H 0.125 0.658 -4.163  0.12
56 C 1.447 -3.353 -1.981  -0.14
57 H -0.987 3.992 3.778  0.13
58 H 4.363 -2.707 -3.604  0.12
59 C -0.523 -4.170 -0.867  0.04
60 C 0.496 2.447 -1.293  -0.17
61 H -1.641 2.270 -1.391  0.10
62 N -0.792 0.576 -2.267  -0.30
63 H -0.857 2.600 -2.939  0.15
64 F 2.684 3.654 -0.557  0.13
65 C 4.065 2.184 2.404  0.14


Record 2
Density functional theory data (the ωB97M-V functional and the def2-TZVPD basis) for a molecular structure, C4H7O4Tb.

Summary:
highest occupied orbital energy (spin up / spin down): -0.412 / -0.412 Eh
charge: +1
energy relative to the best compared isomer or geometry (same formula, charge and spin): 53.37 kcal per mole
2S+1: 8

Last column: Löwdin spin population.
Positions of all 16 atoms, in Å:
1 O -1.148 0.827 2.500  0.00
2 C -0.471 1.406 1.476  0.00
3 O -0.937 -1.977 0.150  0.04
4 C 0.873 1.544 1.397  0.00
5 O 0.496 -1.561 -1.472  0.01
6 H 1.754 0.165 -0.822  0.00
7 C -0.716 -1.421 -0.980  0.03
8 O -1.668 -0.957 -1.649  0.04
9 H 1.266 2.358 0.788  0.00
10 H 1.518 0.768 1.820  0.00
11 H -0.615 0.136 2.909  0.00
12 C 1.180 -0.195 -1.683  0.00
13 H 0.491 0.455 -2.234  0.00
14 H -1.133 2.062 0.907  0.00
15 H 1.993 -0.512 -2.346  0.00
16 Tb -2.882 -3.099 -0.760  6.89


Record 3
Density functional theory data (the ωB97M-V functional and the def2-TZVPD basis) for 2 unconnected molecules or ions with the total composition C10H16O.

Summary:
highest occupied orbital energy: -0.318 Eh
energy relative to the best compared isomer or geometry (same formula, charge and spin): 67.96 kcal per mole
SMILES: CCc1ccc(O)cc1.CC

Last column: Löwdin charge in e.
Positions of all 27 atoms, in Å:
1 H -1.441 -3.294 -2.320  0.09
2 H 1.740 -1.023 3.467  0.16
3 C -0.996 -2.435 -2.883  -0.09
4 H 0.477 3.951 2.125  0.02
5 C -0.714 -0.343 1.605  0.03
6 C -1.023 -1.076 -2.157  -0.19
7 C -1.137 -0.569 0.283  -0.03
8 H 1.410 -2.133 -1.257  0.13
9 O 0.764 -1.297 3.261  -0.02
10 H -2.007 -0.552 -1.973  0.11
11 C 0.084 3.360 1.417  -0.13
12 H -0.812 3.753 1.056  0.05
13 H -1.258 -2.332 -3.858  0.02
14 C 0.971 3.102 0.172  -0.12
15 C -0.325 -1.090 -0.770  -0.27
16 C 0.450 -1.157 1.911  -0.32
17 H -0.154 2.579 2.051  0.03
18 H 0.093 -2.765 -2.914  0.08
19 H -1.290 0.258 2.200  0.08
20 H 1.283 3.942 -0.234  -0.01
21 H 0.299 2.621 -0.648  0.09
22 H 2.232 -2.058 1.246  0.13
23 H -2.129 -0.242 0.089  0.09
24 C 1.267 -1.609 0.907  -0.03
25 H -0.407 -0.357 -2.714  0.11
26 C 0.853 -1.588 -0.445  -0.07
27 H 1.772 2.354 0.383  0.07


Record 4
Density functional theory data (the ωB97M-V functional and the def2-TZVPD basis) for a molecular structure, C36H55Ge2N2O5S2Si3Ti.

Summary:
highest occupied orbital energy (spin up / spin down): -0.002 / -0.032 Eh
charge: -2
energy relative to the best compared isomer or geometry (same formula, charge and spin): 76.65 kcal per mole
2S+1: 2

Last column: Löwdin spin population.
Positions of all 106 atoms, in Å:
1 H 1.939 -2.224 1.290  0.00
2 H -3.562 1.195 -1.568  0.00
3 Si 3.428 1.481 1.476  0.00
4 H -3.452 -5.477 -2.703  0.00
5 H -5.508 -6.793 -2.296  0.00
6 C -7.869 1.626 -2.402  0.00
7 H 4.185 -2.433 -2.035  0.00
8 Ge 2.063 1.059 -0.494  0.00
9 H -4.341 -0.041 1.807  0.00
10 H 5.589 1.888 0.229  0.00
11 C -0.996 -0.303 2.999  0.06
12 H 3.569 -2.422 0.688  0.00
13 C 2.542 2.700 2.673  0.00
14 C 4.148 0.094 2.573  0.00
15 O 1.060 -0.121 1.874  0.02
16 H 2.731 0.358 -4.376  0.00
17 H -1.427 1.987 -2.876  0.00
18 C -4.842 -0.536 0.960  0.00
19 H -3.810 -4.052 2.618  0.00
20 H 5.239 1.317 -2.701  0.00
21 H -6.761 -0.719 -4.578  0.00
22 H -8.734 2.250 -2.207  0.00
23 C -6.771 1.674 -1.563  0.00
24 C 0.808 -2.205 -2.218  0.00
25 C -0.434 -1.610 4.842  0.04
26 H 1.128 0.892 -3.925  0.00
27 C 2.521 -2.493 0.416  0.00
28 C -5.595 -6.264 -0.215  0.00
29 C -0.146 5.050 -0.401  0.00
30 H -4.805 -0.622 -3.059  0.00
31 N -3.483 -2.503 1.279  0.00
32 C -2.366 3.226 0.673  0.00
33 H -2.083 3.845 1.523  0.00
34 H 1.291 -2.783 -3.004  0.00
35 H 1.700 2.207 3.154  0.00
36 H 5.177 2.959 -2.101  0.00
37 H 3.359 -0.476 3.057  0.00
38 H 2.171 3.580 2.150  0.00
39 C -5.017 -5.538 0.807  0.00
40 H -2.563 3.293 -2.523  0.00
41 H 4.719 3.398 0.400  0.00
42 C -6.764 -0.046 -3.730  0.00
43 H -8.716 0.741 -4.176  0.00
44 H -5.323 -2.251 2.176  0.00
45 C -3.868 -4.783 0.589  0.00
46 H 3.467 -1.336 -3.192  0.00
47 C -3.307 -3.887 1.659  0.00
48 H 0.167 -2.874 -1.650  0.00
49 N -4.130 -0.280 -0.272  0.00
50 C -3.309 -4.778 -0.692  0.00
51 C 0.819 -1.310 4.082  0.05
52 H -2.417 -4.200 -0.874  0.00
53 Si 2.841 2.129 -2.566  0.00
54 S -1.644 -0.093 -1.314  0.00
55 Ti -0.336 0.057 0.731  0.11
56 C -5.655 0.878 -1.799  0.00
57 S -0.879 -2.398 0.669  0.00
58 H -5.868 -0.169 0.865  0.00
59 C 2.296 3.952 -2.869  0.00
60 C -5.670 0.003 -2.894  0.00
61 H -0.961 5.760 -0.509  0.00
62 C -4.842 -2.034 1.213  0.00
63 C -7.866 0.769 -3.506  0.00
64 H -6.771 2.344 -0.710  0.00
65 C -5.039 -6.245 -1.489  0.00
66 H 1.214 4.008 -2.909  0.00
67 Ge -0.844 3.157 -0.620  0.00
68 H -3.283 3.642 0.257  0.00
69 H 2.303 -3.531 0.185  0.00
70 H 3.211 3.039 3.459  0.00
71 H 0.632 5.325 -1.102  0.00
72 H 4.980 2.647 -3.815  0.00
73 C 0.395 -0.542 2.947  0.16
74 C -2.825 -0.755 -0.245  0.00
75 Si 2.096 -1.356 -1.060  0.00
76 O -1.550 0.397 2.018  0.00
77 H -2.233 -4.047 1.793  0.00
78 H 4.407 -0.697 -1.856  0.00
79 H 0.251 5.155 0.604  0.00
80 H 0.157 -1.470 -2.687  0.00
81 C -3.891 -5.496 -1.716  0.00
82 C -1.515 3.005 -2.509  0.00
83 H 2.690 4.341 -3.806  0.00
84 H 4.772 -0.604 2.024  0.00
85 H 5.604 2.732 1.758  0.00
86 C -4.431 0.969 -0.939  0.00
87 O -0.499 -2.265 5.893  0.05
88 C 3.699 -1.468 -2.142  0.00
89 C -2.512 -1.849 0.556  0.00
90 H 4.760 0.526 3.361  0.00
91 H -6.487 -6.844 -0.018  0.00
92 H 0.609 2.305 1.114  0.00
93 O 1.980 -1.663 4.382  0.07
94 H -5.455 -5.554 1.797  0.00
95 C 4.982 2.476 0.908  0.00
96 C 0.401 1.889 0.126  0.00
97 C 4.746 2.274 -2.822  0.00
98 O -2.793 -1.039 4.440  0.27
99 H 2.111 1.872 -5.000  0.00
100 H -2.561 2.226 1.049  0.00
101 H -4.553 1.767 -0.198  0.00
102 H -0.971 3.669 -3.171  0.00
103 C -1.584 -0.967 4.129  0.16
104 H -5.405 -2.538 0.409  0.00
105 H 2.633 4.606 -2.072  0.00
106 C 2.141 1.231 -4.123  0.00


Record 5
Density functional theory data (the ωB97M-V functional and the def2-TZVPD basis) for a molecular structure, C41H37N5O3RbS3.

Summary:
highest occupied orbital energy: -0.158 Eh
charge: -1

Last column: Löwdin charge in e.
Positions of all 90 atoms, in Å:
1 C 4.276 3.212 -1.316  -0.10
2 C 6.118 -3.793 -0.263  -0.03
3 H 4.576 -1.061 -2.475  0.11
4 H 4.344 4.721 0.202  0.10
5 H 2.540 -1.143 0.441  0.08
6 C -5.839 0.732 -3.473  -0.09
7 H -5.874 3.640 1.767  0.08
8 H 7.888 -2.610 -0.280  0.11
9 H 0.315 -6.419 0.522  0.10
10 H 6.742 0.412 -1.343  0.08
11 O 2.433 -6.551 -0.069  0.06
12 S -7.111 -0.564 0.956  0.83
13 C 3.749 0.192 3.845  -0.09
14 C 3.643 2.066 -1.766  -0.08
15 C -0.153 -5.448 0.543  0.00
16 H 5.087 3.639 -1.891  0.10
17 H 8.175 -0.618 -1.467  0.07
18 H 4.704 -5.909 -0.229  0.15
19 H -7.458 1.635 0.080  0.07
20 C -5.469 0.072 1.308  -1.25
21 C -2.054 -4.026 0.830  -0.14
22 H 3.246 -3.011 -1.872  0.12
23 H -6.169 -0.456 -5.227  0.09
24 C -7.567 -0.915 -3.670  -0.10
25 C 3.856 3.819 -0.143  -0.08
26 C 3.844 -1.476 2.122  -0.07
27 N 1.971 -4.305 0.028  0.15
28 H -3.103 -3.867 1.035  0.11
29 H 4.081 0.559 4.805  0.10
30 H -2.586 7.207 0.226  0.08
31 H 2.419 -3.401 0.071  0.10
32 C 2.184 2.125 0.139  -0.33
33 S -4.604 -0.879 2.407  0.34
34 H -5.152 2.524 2.918  0.08
35 H -8.078 -1.673 -4.248  0.09
36 H -4.237 5.477 0.784  0.11
37 H -5.746 1.772 -1.606  0.10
38 C 2.820 3.268 0.595  -0.09
39 C 7.147 -0.492 -1.798  -0.05
40 H -0.184 6.584 0.063  0.09
41 C -1.502 -5.297 0.814  -0.05
42 C -3.911 2.933 1.227  -0.29
43 C 6.326 -1.685 -1.413  -0.28
44 H 7.141 -0.349 -2.878  0.08
45 O 0.405 0.207 0.227  -0.68
46 H 0.495 -2.147 0.192  0.08
47 H 2.390 1.818 3.474  0.11
48 C -2.267 6.185 0.389  -0.13
49 C -0.546 4.523 0.464  -0.03
50 C -0.049 -3.066 0.361  -0.08
51 C 2.782 -5.390 -0.135  -0.52
52 C -4.937 3.366 2.257  -0.02
53 C -7.345 0.353 -1.634  -0.31
54 H 4.274 -2.390 1.738  0.09
55 C 5.012 -1.819 -1.841  -0.03
56 C 2.359 0.395 1.896  -0.32
57 N -1.337 -2.934 0.610  0.02
58 H 0.494 4.245 0.375  0.07
59 H -2.115 -6.163 1.010  0.10
60 Rb -2.017 0.006 0.842  0.98
61 H -8.815 -1.167 -1.949  0.11
62 O -1.079 2.268 0.897  -0.44
63 H -8.878 0.563 -0.147  0.07
64 C 2.807 0.889 3.111  -0.09
65 H 2.509 3.735 1.518  0.11
66 H 2.058 0.661 -1.385  0.11
67 C -3.193 5.206 0.701  -0.07
68 C -7.986 -0.627 -2.385  -0.06
69 C 4.251 -2.919 -1.489  -0.03
70 N 4.115 -5.095 -0.351  0.13
71 H 6.554 -4.569 0.352  0.11
72 S 0.898 1.261 1.118  1.01
73 C 4.797 -3.921 -0.688  -0.26
74 C -6.494 -0.233 -4.220  -0.11
75 C -7.796 0.654 -0.249  -0.43
76 H 3.973 1.583 -2.676  0.10
77 C -0.931 5.832 0.287  -0.12
78 H -4.996 1.263 -3.892  0.10
79 C 2.588 1.536 -1.046  -0.07
80 C 0.602 -4.301 0.311  -0.19
81 H -4.585 4.204 2.852  0.07
82 C -1.468 3.489 0.741  -0.37
83 H 4.979 -1.556 3.936  0.10
84 C 2.887 -0.784 1.400  -0.08
85 N -4.047 1.825 0.598  -0.05
86 C 6.866 -2.690 -0.622  -0.05
87 C -6.263 1.026 -2.190  -0.04
88 C -2.835 3.876 0.886  -0.12
89 N -5.202 1.156 0.702  -0.14
90 C 4.259 -0.998 3.354  -0.09